# 1
{"formula": "C12H36BeN2O18", "method": "ωB97M-V with the def2-TZVPD basis set", "homo_energy_ha": -0.324, "e_above_lowest_kj_mol": 0.00, "elements": ["Be", "N", "O", "O", "O", "N", "O", "O", "O", "C", "C", "O", "O", "H", "H", "H", "H", "H", "H", "C", "C", "O", "O", "H", "H", "H", "H", "H", "H", "C", "C", "O", "O", "H", "H", "H", "H", "H", "H", "C", "C", "O", "O", "H", "H", "H", "H", "H", "H", "C", "C", "O", "O", "H", "H", "H", "H", "H", "H", "C", "C", "O", "O", "H", "H", "H", "H", "H", "H"], "coordinates": [[2.265543, -2.524481, -2.112760], [1.937930, -3.272521, 0.583454], [2.685796, -2.317761, 0.221765], [1.400296, -3.956775, -0.342692], [1.761951, -3.597490, 1.732459], [0.154222, -0.679339, 0.068156], [0.333014, 0.512355, 0.391919], [-0.445279, -1.429641, 0.853676], [0.534950, -1.114167, -1.039932], [3.771388, 2.496130, -0.613921], [2.368057, 2.651285, -1.195026], [1.822717, 1.396577, -1.558349], [4.650752, 1.762647, -1.440145], [3.607816, 1.920449, 0.299900], [4.226859, 3.456300, -0.357775], [2.463844, 3.200989, -2.136737], [1.771733, 3.175458, -0.446240], [1.297306, 1.102652, -0.784393], [4.840741, 2.227229, -2.259822], [-2.369620, 3.107547, 3.119049], [-2.338857, 2.157174, 1.949354], [-1.824703, 0.905626, 2.392612], [-1.058051, 3.389535, 3.586984], [-3.035170, 2.789139, 3.926982], [-2.863996, 4.020224, 2.754255], [-1.609069, 2.526012, 1.220796], [-3.293263, 2.067572, 1.425368], [-1.098821, 0.694324, 1.792700], [-1.165041, 3.756364, 4.468106], [-3.273316, -3.749268, 0.166171], [-3.210383, -2.868764, -1.058186], [-2.970921, -1.515495, -0.665772], [-1.977646, -4.021794, 0.665094], [-3.697711, -4.707590, -0.145770], [-3.968218, -3.341394, 0.905974], [-4.113793, -2.811989, -1.665760], [-2.370290, -3.172071, -1.691932], [-2.257230, -1.472121, -0.019842], [-1.476419, -3.196525, 0.759611], [3.177486, -1.540293, -5.107429], [2.869393, -0.294589, -4.318953], [1.857406, -0.531446, -3.358914], [3.540263, -2.616088, -4.231547], [4.032752, -1.336030, -5.753193], [2.322206, -1.819857, -5.726405], [2.599325, 0.508419, -5.008443], [3.779691, 0.056455, -3.821815], [1.713693, 0.283802, -2.815817], [4.043938, -3.191864, -4.816691], [-2.443414, 2.805645, -2.309342], [-3.304333, 1.693709, -1.778293], [-3.103661, 0.481050, -2.502531], [-1.258669, 3.016140, -1.557399], [-3.069116, 3.694205, -2.412927], [-2.138538, 2.632411, -3.347683], [-4.389525, 1.839364, -1.835042], [-3.101365, 1.443694, -0.732172], [-3.276914, -0.288237, -1.932866], [-0.818942, 2.161493, -1.483409], [0.464326, -0.426947, 4.439969], [0.363353, -0.921667, 5.873686], [1.524987, -1.644533, 6.216478], [0.477967, -1.557340, 3.576741], [1.410565, 0.110309, 4.322184], [-0.368907, 0.256912, 4.264226], [-0.520053, -1.551947, 6.025712], [0.193633, -0.082843, 6.559827], [1.839715, -1.447181, 7.099174], [0.105621, -1.299146, 2.723541]], "forces_ev_per_a": [[-1.2, 1.5, 2.8], [0.0, -1.2, 0.7], [0.5, 0.6, -1.5], [0.2, 0.5, -2.5], [0.3, 0.8, -0.7], [-0.2, -0.8, 0.1], [0.0, 0.0, -0.2], [0.0, 0.1, -0.1], [0.3, 0.3, -0.5], [-0.5, -0.2, 0.2], [1.2, 0.3, -0.9], [-0.2, 0.3, 0.2], [0.1, -0.6, -0.1], [0.6, -0.1, 0.0], [-0.3, 0.1, 0.1], [-0.3, 0.4, 0.2], [-0.3, 0.1, -0.3], [-0.1, -0.5, -0.1], [-0.1, 0.3, 0.1], [-0.9, 0.8, -0.4], [1.4, -0.3, 0.3], [-0.5, -0.2, -0.3], [-0.3, -0.2, 0.0], [0.2, -0.6, 0.0], [0.2, 0.2, -0.1], [-0.3, 0.5, -0.1], [-0.2, 0.0, 0.4], [0.0, -0.2, 0.2], [0.2, 0.0, 0.0], [-0.2, -0.7, -0.7], [0.5, 0.8, 0.2], [-0.4, 0.3, 0.0], [-0.2, 0.2, 0.1], [0.1, -0.1, 0.1], [0.2, 0.2, 0.1], [-0.1, -0.4, 0.2], [-0.1, -0.3, 0.0], [0.1, 0.0, 0.0], [0.0, -0.3, 0.1], [-0.4, 0.7, -0.2], [0.8, 0.5, 0.1], [0.3, -2.1, 0.1], [-0.5, 0.2, 0.7], [-0.1, 0.1, -0.1], [0.0, -0.2, 0.1], [-0.3, -0.1, -0.1], [0.0, -0.1, 0.2], [0.1, 0.0, 0.8], [0.0, -0.7, 0.7], [-0.1, 0.0, -0.8], [-0.9, -2.0, 0.2], [0.5, 0.0, -0.8], [-0.2, 0.4, 0.3], [0.5, 0.4, 0.8], [-0.3, -0.6, 0.0], [0.1, 0.9, 0.0], [0.2, 0.6, 0.1], [0.3, 0.3, 0.2], [0.0, 0.0, 0.0], [0.1, -0.5, 0.5], [-0.3, 0.3, 0.3], [0.6, -0.4, -0.1], [-0.3, 0.4, 0.0], [0.0, 0.2, 0.1], [0.0, -0.1, -0.3], [0.0, -0.2, -0.4], [0.3, 0.2, -0.2], [-0.2, 0.2, 0.1], [0.0, -0.1, 0.1]]}

# 2
{"formula": "C12H36CrN10O12", "method": "ωB97M-V with the def2-TZVPD basis set", "homo_energy_ha": [-0.298, -0.298], "s_squared": 6.041, "multiplicity": 5, "elements": ["Cr", "C", "C", "O", "O", "H", "H", "H", "N", "O", "O", "O", "C", "O", "N", "N", "H", "H", "H", "H", "C", "O", "N", "N", "H", "H", "H", "H", "C", "O", "N", "N", "H", "H", "H", "H", "C", "O", "N", "N", "H", "H", "H", "H", "C", "O", "C", "C", "N", "C", "C", "O", "C", "H", "H", "H", "H", "H", "H", "H", "H", "H", "H", "H", "H", "H", "H", "H", "O", "H", "H"], "coordinates": [[4.692495, -0.759361, 1.569927], [5.740443, 2.864267, 3.742885], [5.994639, 1.532354, 3.174778], [7.057189, 1.340086, 2.555325], [5.089894, 0.624366, 3.178673], [5.137917, 3.538983, 3.131638], [6.646931, 3.458782, 3.848203], [5.252713, 2.822478, 4.718404], [1.562119, 0.224550, 1.064378], [1.595065, 0.305283, -0.165055], [2.593803, 0.174625, 1.775656], [0.454089, 0.110927, 1.628281], [0.326855, 2.892542, 4.326795], [0.073996, 3.658988, 5.262908], [0.114245, 1.566213, 4.425515], [0.951154, 3.265870, 3.196755], [0.222093, 1.008522, 3.594436], [-0.359048, 1.223350, 5.239723], [1.201367, 4.221032, 3.015276], [0.714058, 2.729622, 2.376765], [-2.994691, 2.896928, 3.378602], [-2.735300, 3.863767, 2.668489], [-3.624480, 2.947798, 4.547784], [-2.646969, 1.620158, 3.010466], [-3.642136, 3.832132, 5.029912], [-3.602764, 2.145176, 5.151420], [-2.192375, 1.347839, 2.157815], [-3.054776, 0.837304, 3.492012], [-0.318408, -4.000768, 2.131847], [0.889465, -4.191325, 2.000860], [-1.187177, -4.992695, 2.476969], [-0.908049, -2.805843, 1.950495], [-2.155222, -4.735406, 2.509557], [-0.825021, -5.889126, 2.741412], [-0.341421, -2.104489, 1.499534], [-1.892428, -2.703967, 1.776095], [-1.876649, 1.005746, -1.269698], [-2.759676, 1.013832, -2.132836], [-1.852904, 0.084234, -0.283939], [-0.822666, 1.840797, -1.375134], [-2.730478, -0.330053, -0.024948], [-1.115010, 0.059443, 0.414551], [-0.100306, 1.735892, -0.681497], [-0.854329, 2.715553, -1.862966], [-4.539474, -3.234652, -4.860595], [-3.273617, -3.677451, -4.430947], [-2.400108, -2.628472, -4.076461], [-1.828065, -1.914645, -5.304215], [-0.487575, -1.317934, -5.074161], [-0.333542, -0.592316, -3.839585], [0.987167, 0.203458, -3.859622], [1.160601, 0.789750, -5.114068], [2.410943, 1.378759, -5.279233], [-5.055646, -2.747798, -4.027773], [-5.160354, -4.042471, -5.245020], [-4.487757, -2.524462, -5.691491], [-1.592555, -3.055172, -3.484276], [-2.967104, -1.870172, -3.524288], [-2.532984, -1.215318, -5.763388], [-1.697438, -2.702611, -6.051319], [-0.364522, -0.720879, -5.879437], [-0.398120, -1.166746, -2.913824], [-1.163129, 0.116522, -3.714144], [1.746156, -0.553486, -3.599781], [1.194992, 0.911322, -3.050445], [2.659919, 2.199244, -4.583928], [2.596786, 1.841399, -6.244967], [3.267641, 0.774147, -4.952074], [3.698948, -2.190169, 2.937459], [3.328856, -1.920233, 3.787589], [3.511737, -3.136018, 2.871927]], "forces_ev_per_a": [[-0.7, 2.5, 2.9], [-0.3, 1.5, 1.4], [2.4, -0.4, -2.7], [-0.6, 0.0, 0.3], [-2.1, -2.0, -0.9], [-0.4, -0.7, -0.3], [0.3, -0.5, 0.1], [-0.1, -0.1, -0.1], [-1.1, -0.9, -1.0], [0.8, 0.2, 0.4], [1.3, -0.1, -0.1], [0.0, 0.4, 0.6], [-0.3, 1.2, 2.5], [0.2, -0.4, -0.7], [0.1, -0.7, -0.3], [0.5, 0.0, -1.8], [-0.1, -0.4, 0.2], [-0.1, 0.1, -0.1], [-0.4, 0.1, 0.4], [0.2, 0.1, -0.1], [1.4, 0.4, -2.6], [-0.2, -0.4, 0.7], [-1.1, 0.3, 1.9], [-0.3, -1.2, 0.2], [0.0, 0.0, -0.2], [0.1, 0.0, 0.0], [-0.1, 0.8, -0.3], [0.0, 0.1, 0.1], [0.7, -1.3, -0.1], [-0.2, 0.3, 0.3], [0.1, 0.5, -0.1], [-0.1, 1.5, -0.4], [-0.1, -0.6, 0.3], [-0.2, 0.0, 0.0], [0.1, 0.1, 0.1], [0.0, -0.3, 0.1], [-1.4, 0.4, -2.6], [-0.1, 0.1, 0.9], [0.4, -0.7, 1.4], [1.3, 0.0, 1.2], [-0.1, 0.0, -0.4], [-0.1, 0.2, -0.3], [0.1, 0.2, -0.1], [-0.4, -0.2, -0.3], [-0.2, 0.5, -0.1], [-0.1, -0.7, -0.3], [-0.4, 1.0, -0.5], [0.8, -0.8, -0.1], [-0.7, -1.4, -0.3], [-0.6, 2.5, 0.2], [0.4, -1.5, 0.9], [0.3, 0.3, -0.6], [1.5, 1.0, 1.2], [-0.2, 0.1, 0.0], [0.3, -0.4, 0.3], [0.2, 0.2, 0.1], [-0.1, 0.0, 0.0], [0.2, -0.1, 0.6], [-0.1, 0.3, 0.4], [0.1, 0.0, -0.1], [0.6, 0.3, 0.3], [0.4, -0.5, -0.3], [0.0, 0.2, 0.0], [0.5, -0.1, -0.9], [-1.0, 0.4, 0.0], [-1.1, 0.4, 0.2], [-0.5, -0.6, -0.3], [-0.2, -1.0, -0.8], [0.4, -0.3, -0.1], [0.0, 0.4, -0.1], [-0.2, 0.0, -0.2]]}

# 3
{"formula": "C12H36O12", "method": "ωB97M-V with the def2-TZVPD basis set", "homo_energy_ha": -0.335, "e_above_lowest_kj_mol": 516.06, "smiles": "OCCO.OCCO.OCCO.OCCO.OCCO.OCCO", "elements": ["O", "C", "C", "O", "H", "H", "H", "H", "H", "H", "O", "C", "C", "O", "H", "H", "H", "H", "H", "H", "O", "C", "C", "O", "H", "H", "H", "H", "H", "H", "O", "C", "C", "O", "H", "H", "H", "H", "H", "H", "O", "C", "C", "O", "H", "H", "H", "H", "H", "H", "O", "C", "C", "O", "H", "H", "H", "H", "H", "H"], "coordinates": [[-7.540856, 5.167024, 4.988922], [-6.366714, 4.543301, 4.495556], [-6.627739, 3.074196, 4.312705], [-7.708693, 2.911356, 3.420263], [-7.506079, 6.126517, 4.870122], [-6.040751, 5.089986, 3.598919], [-5.500088, 4.759022, 5.139086], [-6.888492, 2.718389, 5.314745], [-5.742373, 2.553721, 3.957681], [-8.533575, 3.117068, 3.871401], [-10.845292, 2.021362, 0.057649], [-9.592505, 1.492587, 0.491192], [-8.467638, 2.478316, 0.241460], [-8.752485, 3.683495, 0.931546], [-11.185160, 2.565659, 0.793997], [-9.775046, 1.216267, 1.536263], [-9.390263, 0.555684, -0.037714], [-8.464094, 2.679400, -0.832608], [-7.463594, 2.114368, 0.477735], [-8.443457, 3.499133, 1.834910], [-2.457928, 4.866851, 4.592926], [-1.156068, 4.939768, 4.050558], [-1.093332, 4.504655, 2.563355], [-1.426903, 5.634767, 1.749419], [-3.034836, 5.383892, 4.023253], [-0.856689, 5.993407, 4.082762], [-0.313494, 4.494683, 4.584475], [-1.729978, 3.650687, 2.327115], [-0.070942, 4.165393, 2.363816], [-0.611073, 5.911152, 1.326870], [-10.279651, 4.460843, 6.067314], [-9.626758, 3.217627, 6.285489], [-10.324432, 2.373713, 7.349871], [-11.599181, 1.920113, 6.934630], [-9.655344, 5.122323, 6.380978], [-9.510609, 2.708972, 5.323182], [-8.620389, 3.372711, 6.693749], [-10.384905, 2.924458, 8.284216], [-9.688721, 1.491297, 7.505836], [-11.539496, 1.398623, 6.124036], [-8.053687, 8.018088, 4.919444], [-6.995589, 8.841500, 4.478205], [-6.720006, 9.994131, 5.499919], [-7.851530, 10.785600, 5.713818], [-8.965810, 8.294730, 4.968291], [-6.084640, 8.321153, 4.208706], [-7.400132, 9.421859, 3.640169], [-5.899462, 10.631301, 5.185680], [-6.485927, 9.413118, 6.405481], [-8.648828, 10.259885, 5.803870], [-11.864156, 2.775914, 5.149818], [-11.491070, 2.654410, 3.790200], [-11.838188, 4.014713, 3.159399], [-11.835188, 4.032223, 1.726177], [-11.965810, 1.900956, 5.532741], [-10.424108, 2.485900, 3.621179], [-12.039194, 1.853633, 3.289315], [-11.086217, 4.698731, 3.557494], [-12.841766, 4.267347, 3.504169], [-11.549357, 4.936918, 1.559220]], "forces_ev_per_a": [[-0.1, -0.4, 0.3], [1.1, 1.7, -0.2], [-0.3, 1.0, 0.6], [0.0, -0.8, -0.4], [-0.1, 0.0, 0.0], [-0.4, -0.6, -0.6], [-0.2, -0.6, 0.5], [0.0, -0.4, -0.1], [-0.1, -0.1, -0.2], [0.2, 0.2, 0.2], [0.2, -0.2, 0.0], [-0.7, -0.4, 0.0], [-0.5, 0.2, -0.2], [0.4, 0.0, 0.3], [0.2, 0.1, -0.6], [0.8, 0.1, 0.2], [-0.1, 0.1, -0.2], [-0.1, 0.2, 0.0], [-0.1, -0.3, 0.3], [0.1, 0.4, -0.2], [0.2, -0.8, 0.6], [0.4, 1.0, -1.5], [0.6, 0.5, 0.8], [0.0, -0.5, -0.2], [0.1, 0.1, -0.1], [0.1, 0.1, -0.4], [-1.0, -0.9, 0.7], [-0.3, 0.2, 0.2], [0.0, 0.1, -0.1], [-0.1, 0.2, -0.1], [0.5, 0.2, 0.4], [0.2, 0.4, 0.8], [0.6, -1.0, -1.5], [0.1, -2.1, 6.2], [0.0, 0.2, -0.2], [-0.1, -0.3, 0.4], [0.0, 0.2, -0.2], [-0.5, 0.0, 0.0], [0.1, 0.1, 0.3], [3.0, -2.9, 4.0], [1.2, -2.1, 0.9], [-1.6, 3.6, -0.4], [-0.2, -2.5, 0.3], [-0.2, 0.8, -0.3], [0.1, 0.8, -0.5], [-0.2, -0.6, 0.2], [0.5, -0.4, -0.6], [0.0, 0.0, 0.0], [0.4, 0.6, 0.3], [0.1, -0.2, 0.2], [-0.7, 1.3, -5.3], [-0.9, 1.0, -1.1], [-0.2, -0.6, 0.3], [0.2, 0.2, 0.9], [-2.8, 3.3, -4.2], [0.2, -0.3, 0.2], [0.0, -0.1, -0.1], [-0.3, 0.3, 0.0], [0.1, 0.2, 0.2], [0.1, -0.3, -0.8]]}

# 4
{"formula": "C12H36O6", "method": "ωB97M-V with the def2-TZVPD basis set", "homo_energy_ha": -0.353, "e_above_lowest_kj_mol": 186.34, "smiles": "CCO.CCO.CCO.CCO.CCO.CCO", "elements": ["C", "C", "O", "H", "H", "H", "H", "H", "H", "C", "C", "O", "H", "H", "H", "H", "H", "H", "C", "C", "O", "H", "H", "H", "H", "H", "H", "C", "C", "O", "H", "H", "H", "H", "H", "H", "C", "C", "O", "H", "H", "H", "H", "H", "H", "C", "C", "O", "H", "H", "H", "H", "H", "H"], "coordinates": [[0.351817, -2.684101, -2.553111], [1.657773, -2.409685, -3.244532], [2.137324, -3.644783, -3.758251], [0.022063, -1.786869, -2.033199], [0.517604, -3.472645, -1.814015], [-0.415748, -3.040752, -3.237426], [2.368767, -1.976566, -2.524307], [1.547257, -1.677063, -4.054395], [3.021792, -3.509587, -4.111883], [3.527024, 0.926086, 3.335628], [2.372601, 1.727293, 2.746560], [1.096826, 1.189770, 3.074197], [4.470904, 1.299947, 2.934892], [3.422874, -0.122253, 3.056581], [3.567518, 1.012171, 4.421849], [2.465475, 1.723562, 1.660704], [2.451288, 2.774858, 3.056525], [0.894461, 1.412938, 3.986676], [-0.148190, 1.000879, -1.755006], [0.575168, 0.594066, -0.478723], [-0.305189, 0.590473, 0.628771], [0.589424, 0.925603, -2.560770], [-0.481011, 2.032910, -1.710685], [-0.937781, 0.289508, -1.982628], [1.410895, 1.287851, -0.317836], [1.024197, -0.401963, -0.608557], [0.179203, 0.744146, 1.449854], [-0.032144, -3.603703, 3.274184], [0.107596, -2.455782, 2.286551], [-0.097986, -2.975303, 0.969982], [-0.726802, -4.339454, 2.870015], [-0.450061, -3.270073, 4.226674], [0.923062, -4.084542, 3.482379], [1.092097, -1.981111, 2.355116], [-0.630748, -1.678873, 2.492829], [0.332947, -2.399617, 0.333008], [-0.653597, 3.946303, -5.799700], [-0.994484, 3.348815, -4.443384], [-1.404903, 1.990825, -4.508871], [-0.335581, 4.983953, -5.668499], [-1.540670, 3.978055, -6.437722], [0.133893, 3.388491, -6.299607], [-1.739521, 3.970198, -3.928098], [-0.125365, 3.405909, -3.778060], [-2.339856, 1.988597, -4.729251], [-3.949597, 0.225621, 3.962061], [-2.678722, 0.003453, 3.187238], [-2.990086, -0.181610, 1.821931], [-4.606220, -0.645983, 3.911077], [-4.491882, 1.096502, 3.594503], [-3.744485, 0.370446, 5.027989], [-2.171391, -0.880721, 3.591024], [-2.040982, 0.889361, 3.297578], [-2.228836, 0.104425, 1.302156]], "forces_ev_per_a": [[0.1, -0.2, 0.3], [0.2, 0.2, -0.1], [0.2, 0.0, 0.0], [-0.3, 0.0, -0.1], [-0.1, 0.1, 0.0], [0.0, 0.2, -0.1], [0.0, -0.1, 0.0], [-0.1, 0.0, 0.0], [-0.1, 0.0, 0.0], [-0.2, 0.1, -0.1], [0.6, 0.1, 0.1], [0.1, 0.0, -0.1], [0.0, 0.0, 0.0], [0.0, 0.0, 0.1], [-0.1, -0.1, 0.0], [-0.2, -0.1, 0.0], [-0.1, 0.0, 0.0], [-0.1, -0.1, 0.0], [0.9, -0.5, 0.2], [0.1, 0.2, -0.2], [-0.3, 0.1, 0.0], [-0.2, 0.1, -0.1], [-0.3, -0.1, 0.1], [-0.3, 0.3, 0.0], [-0.1, 0.0, 0.1], [0.0, 0.0, 0.0], [0.1, 0.0, 0.1], [-0.1, 0.1, 0.1], [-0.1, 0.0, -0.2], [0.2, -0.1, 0.1], [0.0, 0.0, -0.1], [0.1, 0.1, 0.0], [0.0, -0.1, -0.1], [0.0, -0.1, 0.1], [0.0, 0.0, -0.1], [-0.1, 0.1, 0.0], [-0.3, 0.2, 0.2], [0.3, 0.4, 0.3], [0.0, 0.2, 0.0], [0.1, -0.1, 0.0], [0.1, -0.1, 0.0], [0.0, -0.1, 0.0], [-0.2, -0.1, -0.2], [0.0, -0.3, -0.2], [0.0, -0.1, -0.1], [-0.4, -0.1, 0.5], [-0.1, 0.2, 0.0], [0.0, 0.0, -0.1], [0.0, 0.0, -0.2], [0.0, 0.0, 0.0], [0.1, 0.1, -0.1], [0.2, 0.1, 0.0], [0.2, -0.2, 0.1], [0.1, -0.1, -0.2]]}

Calculated calculated total energy in order - -1956.965274, -2973.669290, -1381.402154, -930.172029 Ha